1) DFT (ωB97M-V/def2-TZVPD) results for the molecule C3H4ClF.

Each line ends with the Mulliken charge.
Geometry (Å):
F  -0.038  2.261  0.685  -0.268
C  -0.321  0.923  0.635  -0.533
C  0.473  -0.172  -0.046  -0.146
C  0.128  -1.171  -0.781  -0.136
Cl  0.876  -2.377  -1.557  -0.139
H  -0.366  0.314  1.517  0.321
H  -1.384  0.877  0.428  0.368
H  1.433  -0.011  0.376  0.312
H  -0.803  -0.644  -1.258  0.221

SMILES: FC/C=C/Cl

---

2) DFT (ωB97M-V/def2-TZVPD) results for the molecule C3H4ClF.

Each line ends with the Mulliken charge.
Geometry (Å):
C  1.082  -0.219  -0.845  -0.602
C  0.469  -0.404  0.315  -0.224
C  -0.818  0.350  0.523  0.123
F  -0.971  1.460  -0.251  -0.243
Cl  -2.245  -0.750  0.035  -0.198
H  2.124  -0.610  -0.858  0.233
H  0.628  0.271  -1.674  0.271
H  0.819  -0.931  1.171  0.355
H  -1.087  0.832  1.584  0.285

SMILES: C=C[C@@H](F)Cl

---

3) DFT (ωB97M-V/def2-TZVPD) results for the molecule C3H4ClF.

Each line ends with the Mulliken charge.
Geometry (Å):
C  0.331  0.496  -0.040  -0.353
C  0.271  -0.813  -0.717  -0.191
C  -0.857  0.044  0.844  -0.348
F  1.048  -1.796  -0.172  -0.242
Cl  -2.486  0.221  0.222  -0.175
H  1.231  0.801  0.426  0.295
H  -0.068  1.268  -0.569  0.267
H  -0.344  -1.058  -1.548  0.424
H  -0.822  -0.933  1.345  0.324

---

Which one sits at the top of the stability order? 2) does.

---

1) DFT (ωB97M-V/def2-TZVPD) results for a structure of composition H5N3S.

Each line ends with the Mulliken charge.
Geometry (Å):
N  1.352  -0.151  0.240  -0.392
N  -0.725  1.230  -0.542  -0.472
N  0.024  -0.357  -0.189  -0.151
S  -0.863  -1.061  1.128  -0.166
H  2.044  0.157  -0.412  0.220
H  1.520  0.438  1.065  0.254
H  -0.549  1.122  -1.520  0.269
H  -1.643  0.910  -0.276  0.267
H  -1.159  -2.288  0.507  0.171

---

2) DFT (ωB97M-V/def2-TZVPD) results for a structure of composition H5N3S.

Each line ends with the Mulliken charge.
Geometry (Å):
N  -0.041  1.335  0.061  -0.381
N  -0.833  -1.172  0.145  -0.475
N  0.375  0.132  -0.471  -0.140
S  1.812  -0.543  0.144  -0.088
H  -0.769  1.929  -0.475  0.239
H  -0.088  1.378  1.043  0.229
H  -1.155  -0.681  1.021  0.240
H  -1.434  -1.103  -0.575  0.230
H  2.132  -1.275  -0.893  0.146

---

Which one sits at the top of the stability order? 1) does.

---

1) DFT (ωB97M-V/def2-TZVPD) results for a cluster of 2 separate species, C2H2N2O4 in total.

Each line ends with the Mulliken charge.
Geometry (Å):
O  -0.852  3.249  0.518  -0.446
N  -0.009  2.569  1.023  0.871
O  0.118  2.382  2.209  -0.494
C  0.830  1.908  0.071  0.014
N  1.732  2.059  -0.675  0.618
O  2.723  1.949  -1.287  -0.556
C  -0.819  0.134  -0.562  -0.201
O  -0.142  -0.668  0.089  -0.413
H  -1.546  0.719  0.080  0.260
H  -0.879  0.150  -1.607  0.347

SMILES: O=[N+]([O-])C#[N+][O-].C=O

---

2) DFT (ωB97M-V/def2-TZVPD) results for the molecule C2H2N2O4.

Each line ends with the Mulliken charge.
Geometry (Å):
O  -2.689  -0.488  0.248  -0.465
C  -1.591  -0.122  0.028  0.467
N  -1.102  1.150  -0.137  -0.097
O  0.311  1.045  -0.108  -0.308
C  0.645  -0.221  -0.150  0.672
N  1.770  -0.741  0.064  -0.303
O  2.865  0.010  0.182  -0.303
O  -0.531  -1.009  -0.248  -0.266
H  -1.293  1.797  0.594  0.289
H  2.646  0.929  0.048  0.313

SMILES: O=c1[nH]o/c(=N\O)o1

---

3) DFT (ωB97M-V/def2-TZVPD) results for a cluster of 2 separate species, C2H2N2O4 in total.

Each line ends with the Mulliken charge.
Geometry (Å):
O  -2.212  0.891  -0.810  -0.501
N  -1.357  0.256  -1.400  0.898
O  -1.502  -0.377  -2.395  -0.505
C  -0.082  0.439  -0.929  0.171
N  0.798  1.112  -0.582  0.614
O  1.777  1.592  -0.156  -0.624
C  0.586  -1.056  1.589  -0.147
O  -0.140  -1.116  0.660  -0.396
H  1.591  -1.435  1.472  0.274
H  0.542  -0.306  2.551  0.215

SMILES: O=[N+]([O-])C#[N+][O-].C=O

---

Which one sits at the top of the stability order? 2) does.

---

1) DFT (ωB97M-V/def2-TZVPD) results for a structure of composition C2H2Br2S2.

Each line ends with the Mulliken charge.
Geometry (Å):
C  0.958  0.242  0.488  0.108
C  -0.561  -0.356  0.268  -0.409
S  1.424  0.940  1.835  -0.149
S  -1.393  0.069  -1.344  -0.126
Br  2.141  -0.037  -1.125  -0.036
Br  -0.370  -2.288  0.229  -0.040
H  -1.233  0.047  0.985  0.499
H  -0.966  1.383  -1.336  0.153

---

2) DFT (ωB97M-V/def2-TZVPD) results for a structure of composition C2H2Br2S2.

Each line ends with the Mulliken charge.
Geometry (Å):
C  1.230  -0.195  -0.681  -0.077
C  -1.278  -0.418  0.830  -0.237
S  1.381  1.466  -0.964  -0.042
S  -2.342  0.542  0.247  -0.194
Br  2.444  -0.631  0.694  -0.059
Br  -1.169  -2.269  0.390  -0.025
H  -0.475  -0.111  1.307  0.461
H  0.209  1.617  -1.821  0.174

---

Which one sits at the top of the stability order? 1) does.

---

1) DFT (ωB97M-V/def2-TZVPD) results for the molecule C2H2N2O3.

Each line ends with the Mulliken spin population.
Geometry (Å):
C  -0.784  -0.254  -0.293  0.386
C  1.518  0.270  -0.067  0.047
N  0.306  0.031  -0.725  0.447
N  -1.816  -0.744  0.052  0.619
O  1.856  -0.221  0.983  0.109
O  2.264  1.091  -0.759  0.011
O  -2.974  -0.104  0.515  0.436
H  3.038  0.917  -0.321  0.004
H  -3.409  -0.985  0.615  -0.059

<S²>: 2.02
2S+1: 3

---

2) DFT (ωB97M-V/def2-TZVPD) results for a cluster of 2 separate species, C2H2N2O3 in total.

Each line ends with the Mulliken spin population.
Geometry (Å):
C  0.246  1.645  -1.384  0.040
C  0.374  -2.049  1.371  0.626
N  0.033  0.549  -0.592  0.040
N  -0.746  0.100  0.211  0.474
O  -1.838  0.401  0.629  0.404
O  0.176  1.661  -2.575  0.036
O  0.871  -1.891  2.413  0.236
H  0.665  2.476  -0.780  0.009
H  0.219  -2.892  0.707  0.135

<S²>: 2.01
2S+1: 3

---

Which one sits at the top of the stability order? 1) does.

---

1) DFT (ωB97M-V/def2-TZVPD) results for the molecule C5H10NO2P.

Each line ends with the Mulliken charge.
Geometry (Å):
C  -1.905  -0.046  -0.313  0.401
C  1.746  0.071  -0.647  -0.386
C  0.578  -0.984  -0.803  -0.795
C  1.330  1.497  -0.502  -0.971
C  -0.706  -0.917  0.099  0.258
N  -0.714  -1.663  1.216  -0.486
O  -2.088  0.533  -1.373  -0.587
O  -2.820  0.045  0.691  -0.441
P  -0.119  1.790  0.869  0.092
H  2.318  -0.030  0.355  0.253
H  2.436  0.004  -1.454  0.357
H  0.056  -0.876  -1.733  0.321
H  1.006  -1.970  -0.620  0.432
H  2.134  2.190  -0.040  0.390
H  1.037  1.911  -1.495  0.363
H  -1.520  -1.732  1.875  0.237
H  -3.722  0.289  0.442  0.334
H  0.157  -1.809  1.552  0.226
H  0.798  1.697  1.882  0.003

---

2) DFT (ωB97M-V/def2-TZVPD) results for a cluster of 2 separate species, C5H10NO2P in total.

Each line ends with the Mulliken charge.
Geometry (Å):
C  2.799  -0.333  -0.137  0.897
C  -1.290  -1.097  -0.820  -0.640
C  -0.949  0.356  -0.788  -0.564
C  -0.766  -1.714  0.481  -0.654
C  0.311  0.484  0.066  -0.560
N  0.638  2.031  0.396  -0.281
O  2.636  -1.173  -0.899  -0.367
O  3.134  0.522  0.565  -0.503
P  -0.136  -0.376  1.566  -0.212
H  -2.355  -1.126  -1.000  0.300
H  -0.827  -1.682  -1.661  0.212
H  -0.769  0.728  -1.928  0.260
H  -1.858  1.022  -0.409  0.301
H  -1.490  -2.339  0.989  0.414
H  0.153  -2.192  0.130  0.351
H  0.699  2.624  -0.418  0.319
H  1.580  1.989  0.941  0.377
H  -0.058  2.246  1.083  0.385
H  -1.452  0.029  1.845  -0.035

---

3) DFT (ωB97M-V/def2-TZVPD) results for the molecule C5H10NO2P.

Each line ends with the Mulliken charge.
Geometry (Å):
C  1.826  -0.024  -0.056  0.475
C  0.893  -0.852  -0.929  0.177
C  0.166  1.576  -0.018  0.491
C  0.439  -2.167  -0.467  -0.804
C  -0.513  1.856  1.293  -1.466
N  -0.612  0.674  -0.861  -0.277
O  2.872  -0.468  0.400  -0.569
O  1.441  1.229  0.170  -0.277
P  -2.071  0.037  -0.372  -0.174
H  0.874  -0.615  -1.999  0.361
H  0.154  2.591  -0.478  0.167
H  0.393  -2.837  -1.310  0.276
H  -0.613  -2.003  0.023  0.020
H  1.111  -2.783  0.175  0.358
H  -1.562  2.194  1.165  0.402
H  0.058  2.606  1.893  0.342
H  -0.577  0.861  1.816  0.328
H  -2.129  -0.941  0.786  0.071
H  -2.150  -0.934  -1.232  0.100

---

Which one sits at the top of the stability order? 2) does.

---

1) DFT (ωB97M-V/def2-TZVPD) results for the molecule H3OPS.

Each line ends with the Mulliken charge.
Geometry (Å):
O  -1.268  -1.171  0.019  -0.542
P  -0.392  0.006  -0.019  0.515
S  1.589  -0.408  0.020  -0.273
H  -0.404  0.913  0.893  0.026
H  -0.498  0.718  -1.099  0.055
H  1.111  -1.576  -0.603  0.219

SMILES: O=[PH2]S

---

2) DFT (ωB97M-V/def2-TZVPD) results for a cluster of 2 separate species, H3OPS in total.

Each line ends with the Mulliken charge.
Geometry (Å):
O  0.050  -0.424  -0.209  -0.407
P  0.999  0.703  0.043  0.266
S  -2.406  0.039  0.032  -0.143
H  1.850  0.724  -1.080  0.072
H  1.861  0.240  1.058  0.072
H  -2.354  -1.281  0.156  0.140

---

Which one sits at the top of the stability order? 1) does.

---

1) DFT (ωB97M-V/def2-TZVPD) results for the molecule C3H4S.

Each line ends with the Mulliken charge.
Geometry (Å):
C  -1.890  1.113  0.035  -0.426
S  -1.750  -0.698  -0.111  0.000
C  -0.250  -0.098  -0.196  0.138
C  1.170  -0.395  -0.255  -0.619
H  -2.032  1.438  1.098  0.136
H  1.644  0.323  0.509  0.216
H  1.698  -0.221  -1.153  0.301
H  1.410  -1.460  0.074  0.253

SMILES: C#S#CC

---

2) DFT (ωB97M-V/def2-TZVPD) results for the molecule C3H4S.

Each line ends with the Mulliken charge.
Geometry (Å):
C  0.608  -0.014  -0.235  -0.675
C  -0.504  0.612  0.150  0.191
C  -1.776  -0.131  0.299  -0.299
S  -3.406  0.098  -0.019  -0.203
H  1.641  0.455  -0.331  0.236
H  0.688  -1.148  -0.368  0.204
H  -0.765  1.618  0.417  0.335
H  -1.409  -1.191  0.413  0.211

SMILES: C=CC=S

---

Which one sits at the top of the stability order? 2) does.